The following is a DFT calculation (wB97M-V/def2-TZVPD) of C14H32LiNO14P as an isolated structure.

Energy ... -54680.53856 eV
Total charge ... -1

Cartesian coordinates (Å):
C: 27.291 41.106 27.037
N: 26.910 40.963 28.512
C: 25.630 40.209 28.664
C: 27.961 40.285 29.279
C: 26.777 42.371 29.175
C: 26.413 42.383 30.660
O: 25.936 43.664 31.086
H: 26.460 41.741 26.488
H: 27.607 40.278 26.433
H: 28.248 41.653 27.085
H: 24.952 40.699 28.190
H: 25.216 39.994 29.632
H: 25.957 39.315 27.994
H: 27.832 39.894 30.387
H: 29.018 40.777 29.134
H: 28.150 39.403 28.918
H: 26.210 42.787 28.600
H: 27.764 43.083 28.964
H: 27.115 41.730 31.252
H: 25.480 41.627 30.749
H: 24.876 43.613 31.059
Li: 22.589 43.185 32.448
P: 22.509 42.418 30.027
O: 21.600 42.305 31.158
O: 23.566 43.163 31.019
O: 22.229 43.281 28.893
O: 22.940 41.100 29.696
C: 19.443 39.153 37.880
O: 19.594 40.312 37.064
C: 19.996 40.292 35.783
O: 20.555 39.293 35.401
O: 19.748 41.446 35.143
C: 20.032 41.493 33.686
H: 18.839 38.446 37.388
H: 18.787 39.343 38.686
H: 20.431 38.801 38.270
H: 20.069 42.467 33.297
H: 19.066 40.958 33.175
H: 21.069 40.929 33.524
C: 21.789 43.944 36.460
O: 22.915 43.007 36.475
C: 23.384 42.480 35.371
O: 22.764 42.690 34.332
O: 24.432 41.695 35.511
C: 25.104 41.400 34.351
H: 22.145 44.829 35.987
H: 21.415 44.337 37.465
H: 21.080 43.690 35.828
H: 25.295 42.207 33.749
H: 24.822 40.529 33.588
H: 26.100 40.855 34.761
C: 19.082 47.715 33.498
O: 20.427 47.923 33.304
C: 21.256 46.786 33.054
O: 20.904 45.580 33.318
O: 22.494 47.102 32.354
C: 23.126 45.986 31.799
H: 19.189 47.212 34.456
H: 18.639 47.058 32.716
H: 18.391 48.618 33.451
H: 23.985 46.565 31.223
H: 22.661 45.408 30.936
H: 23.557 45.346 32.615